# C10H11O4P

A gas-phase ion, C10H11O4P (charge -2) (ωB97M-V/def2-TZVPD, the OMol25 dataset).

The LUMO energy comes out at 5.508 eV. The value obtained for the gap between HOMO and LUMO is 0.204 hartree. As for the charge: -2. As for the multiplicity: 1. The value obtained for the largest force on an atom is 4.9 eV Å⁻¹. The HOMO energy comes out at -0.029 eV.

XYZ file:
```
26
Properties=species:S:1:pos:R:3:nbo_charge:R:1
C -0.772 -0.080 -1.766 -0.8908
C 0.470 0.255 -0.919 -0.0146
C 1.932 1.373 1.004 0.7572
C -4.065 0.942 1.150 0.6816
C -0.769 -1.129 0.678 -0.7490
C 0.654 0.854 0.436 -0.3567
C -2.937 0.697 0.679 -0.8852
C 0.581 -0.648 0.291 -0.0688
C 1.788 0.620 -1.771 -0.6297
C 1.730 -1.668 0.453 -0.6209
O 2.994 0.723 1.003 -0.7954
O -2.957 -1.568 -0.978 -1.1646
O 1.749 2.468 1.633 -0.8173
O -5.200 0.924 1.487 -0.5727
P -1.984 -0.500 -0.527 1.8321
H -1.176 0.455 -2.537 0.1815
H -0.798 -2.162 0.741 0.2212
H -1.146 -0.626 1.677 0.2021
H -0.158 1.241 1.013 0.1988
H -2.208 1.316 0.935 0.2541
H 1.772 0.134 -2.773 0.1736
H 2.717 0.284 -1.210 0.2456
H 1.741 1.659 -2.064 0.1932
H 2.362 -1.200 1.157 0.2596
H 2.333 -1.755 -0.494 0.1892
H 1.346 -2.608 0.700 0.1759
```

# C10H12BaN2O5S

A molecular structure, C10H12BaN2O5S (ωB97M-V/def2-TZVPD, the OMol25 dataset).

The LUMO energy comes out at -7.457 eV. The value obtained for the gap between HOMO and LUMO is 0.302 hartree. As for the charge: +2. As for the multiplicity: 1. The value obtained for the largest force on an atom is 4.4 eV Å⁻¹. The HOMO energy comes out at -15.679 eV.

XYZ file:
```
31
Properties=species:S:1:pos:R:3:nbo_charge:R:1
O 3.315 -3.912 -4.565 -0.4157
C 2.744 -3.218 -3.862 0.4363
Ba 0.812 -0.828 -0.748 1.7301
O 2.278 0.718 -4.488 -0.3828
C 2.009 0.111 -3.552 0.4211
C 1.626 -3.651 -0.855 0.4058
O 1.853 -4.739 -0.571 -0.3729
C 3.616 -1.537 -1.226 0.4076
O 4.748 -1.683 -1.092 -0.3714
C -0.484 -2.646 -3.034 0.4216
O -1.275 -3.136 -3.703 -0.3837
C -2.059 -1.186 1.803 -0.4182
N -1.782 0.253 1.605 -0.3873
C -2.837 1.092 0.993 -0.4385
C -0.494 0.693 1.577 0.3009
S 0.793 -0.308 2.081 -0.3560
N -0.269 2.006 1.188 -0.4809
C -0.889 3.056 2.002 -0.4174
C 1.031 2.354 0.565 -0.4149
H -3.109 -1.326 2.087 0.2524
H -1.421 -1.595 2.599 0.2606
H -1.888 -1.787 0.885 0.1711
H -3.285 1.776 1.735 0.2454
H -2.438 1.661 0.133 0.2205
H -3.659 0.472 0.630 0.2390
H -0.102 3.771 2.288 0.2370
H -1.666 3.599 1.436 0.2238
H -1.329 2.590 2.904 0.2261
H 1.886 2.012 1.172 0.2387
H 1.164 1.945 -0.468 0.1389
H 1.111 3.444 0.482 0.2628
```

# C10H12BrNSi

A molecular structure, C10H12BrNSi (ωB97M-V/def2-TZVPD, the OMol25 dataset).

The LUMO energy comes out at -0.145 eV. The value obtained for the gap between HOMO and LUMO is 0.307 hartree. As for the charge: 0. As for the multiplicity: 1. The value obtained for the largest force on an atom is 3.7 eV Å⁻¹. The HOMO energy comes out at -8.490 eV.

XYZ file:
```
25
Properties=species:S:1:pos:R:3:nbo_charge:R:1
C -0.464 2.630 -2.716 -0.2200
C -0.372 1.695 -1.969 -0.0215
C -0.198 0.615 -0.975 -0.2424
C -1.234 -0.231 -0.705 0.1626
C 1.002 0.705 -0.175 0.3688
C -1.073 -1.145 0.424 -0.2920
C -0.215 -2.160 0.370 -0.4377
C -2.507 -0.076 -1.522 -0.6561
C 1.799 1.923 -0.227 -0.6783
C 0.497 -1.597 3.095 -1.1547
N 1.516 -0.117 0.656 -0.9169
Si 1.243 -1.627 1.412 1.5784
Br 0.505 -2.747 -1.353 -0.0005
H -0.398 3.548 -3.264 0.2440
H -1.307 -0.696 1.424 0.2402
H -2.987 0.758 -1.151 0.2318
H -3.154 -1.041 -1.601 0.2358
H -2.037 0.253 -2.474 0.2475
H 2.870 1.611 0.070 0.2539
H 1.169 2.707 0.208 0.2394
H 1.945 2.307 -1.250 0.2271
H -0.611 -1.343 3.165 0.2452
H 0.571 -2.572 3.676 0.2597
H 1.058 -0.838 3.668 0.2444
H 2.383 -2.560 1.213 -0.1586
```

# C10H12CeINO6

A molecular structure, C10H12CeINO6 (ωB97M-V/def2-TZVPD, the OMol25 dataset).

The LUMO energy comes out at -9.968 eV. The value obtained for the gap between HOMO and LUMO is 0.214 hartree. As for the charge: +2. As for the multiplicity: 1. The value obtained for the largest force on an atom is 3.4 eV Å⁻¹. The HOMO energy comes out at -15.794 eV.

XYZ file:
```
31
Properties=species:S:1:pos:R:3:mulliken_charge:R:1
Ce 0.123 -0.098 0.074 1.2668
O 1.535 -0.869 -1.603 -0.4397
C 1.486 0.377 -1.755 0.4324
O 1.813 1.067 -0.711 -0.5124
C 0.449 1.005 -2.691 -0.3178
C -0.041 2.319 -2.057 -0.0096
C -0.994 3.094 -2.938 -0.9713
C -2.306 2.295 -2.844 -0.9257
C -1.907 1.112 -2.000 -0.0080
O -0.948 1.714 -0.991 -0.5631
C -0.942 0.170 -2.747 -0.2946
C -0.992 -1.263 -2.219 0.0701
O -0.859 -2.242 -2.844 -0.3761
O -1.222 -1.319 -0.770 -0.4090
H 0.878 1.137 -3.685 0.6741
H 0.728 2.902 -1.567 0.7630
H -1.117 4.105 -2.560 0.3721
H -0.598 3.163 -3.951 0.3467
H -3.089 2.868 -2.353 0.4102
H -2.687 1.959 -3.807 0.3836
H -2.714 0.622 -1.464 0.6493
H -1.221 0.059 -3.795 0.9170
N 2.315 -1.201 2.460 -0.2560
C 1.265 -0.631 3.010 0.8042
O 0.360 -0.090 2.249 -0.4659
C 1.093 -0.593 4.468 -1.0557
I 1.943 1.265 5.082 0.2806
H 2.561 -1.128 1.480 0.1143
H 3.022 -1.625 3.049 0.2503
H 1.621 -1.396 4.974 0.4793
H 0.039 -0.577 4.726 0.3911
```

# C10H12Cl20O4S2

6 unconnected molecules or ions with the total composition C10H12Cl20O4S2 (ωB97M-V/def2-TZVPD, the OMol25 dataset).

The LUMO energy comes out at 0.089 eV. The value obtained for the gap between HOMO and LUMO is 0.331 hartree. As for the charge: 0. As for the multiplicity: 1. The value obtained for the largest force on an atom is 6.6 eV Å⁻¹. The HOMO energy comes out at -8.908 eV.

XYZ file:
```
48
Properties=species:S:1:pos:R:3:nbo_charge:R:1
C -2.406 -4.231 0.583 -0.6534
C -3.042 -3.661 -0.855 -0.1030
O -1.980 -2.844 -1.460 -0.2858
O -2.025 -2.852 -2.762 -0.3947
S -1.699 -1.194 -3.174 1.5976
O -1.796 -0.412 -1.807 -0.8579
O -0.135 -1.016 -3.828 -0.6821
C 0.892 -1.699 -3.027 -0.1135
C 2.034 -0.621 -2.522 -0.4464
C 2.839 -1.079 -1.164 -0.5310
S 2.281 0.069 0.216 -0.0906
H -2.854 -5.291 0.791 0.2253
H -1.226 -4.355 0.453 0.2278
H -2.543 -3.460 1.461 0.2311
H -3.951 -2.918 -0.643 0.1942
H -3.346 -4.537 -1.580 0.2018
H 0.489 -2.306 -2.112 0.2117
H 1.426 -2.482 -3.744 0.1974
H 1.539 0.440 -2.297 0.2434
H 2.833 -0.555 -3.406 0.2191
H 3.991 -0.863 -1.343 0.2249
H 2.640 -2.201 -0.846 0.2249
H 2.639 -0.581 1.408 0.1415
C 1.114 0.593 4.182 -0.2107
Cl 2.186 1.308 5.412 0.0473
Cl 1.778 -0.973 3.652 0.0538
Cl -0.507 0.345 4.879 0.0522
Cl 0.997 1.692 2.784 0.0689
C 0.470 3.969 -0.462 -0.2109
Cl 0.039 5.479 -1.303 0.0441
Cl 0.063 4.115 1.267 0.0528
Cl -0.441 2.612 -1.173 0.0718
Cl 2.217 3.668 -0.638 0.0519
C -3.831 4.752 2.662 -0.2093
Cl -2.479 3.776 3.290 0.0524
Cl -3.285 5.682 1.244 0.0555
Cl -5.169 3.676 2.187 0.0535
Cl -4.392 5.874 3.928 0.0506
C 4.913 -3.470 5.126 -0.2114
Cl 4.116 -1.880 5.225 0.0583
Cl 4.080 -4.620 6.203 0.0521
Cl 4.840 -4.068 3.449 0.0459
Cl 6.616 -3.313 5.627 0.0516
C -1.985 3.887 -5.175 -0.2094
Cl -3.555 4.564 -4.673 0.0512
Cl -2.010 3.564 -6.927 0.0490
Cl -0.689 5.052 -4.805 0.0512
Cl -1.686 2.366 -4.296 0.0550
```

# C10H12Cl2NO3

2 unconnected molecules or ions with the total composition C10H12Cl2NO3 (ωB97M-V/def2-TZVPD, the OMol25 dataset).

The LUMO energy comes out at 2.705 eV. The value obtained for the gap between HOMO and LUMO is 0.263 hartree. As for the charge: -1. As for the multiplicity: 1. The value obtained for the largest force on an atom is 0.7 eV Å⁻¹. The HOMO energy comes out at -4.443 eV.

XYZ file:
```
28
Properties=species:S:1:pos:R:3:nbo_charge:R:1
N 1.515 -1.987 0.547 -0.8439
C 1.348 -1.189 -0.697 -0.2104
C 1.279 0.274 -0.379 -0.0791
O 0.237 0.679 0.549 -0.5528
C -0.987 0.092 0.369 0.3051
C -1.512 -0.674 1.413 -0.2185
C -2.772 -1.248 1.277 -0.2259
C -3.494 -1.058 0.103 -0.2495
C -2.974 -0.283 -0.935 -0.2008
C -1.719 0.300 -0.796 -0.2677
C 2.581 -1.429 -1.620 0.7478
O 3.668 -0.985 -1.197 -0.7791
O 2.359 -2.127 -2.625 -0.7681
H 2.205 -2.707 0.374 0.3678
H 0.646 -2.481 0.714 0.3413
H 0.497 -1.546 -1.269 0.1880
H 1.224 0.876 -1.283 0.1739
H 2.217 0.524 0.107 0.2176
H -0.906 -0.798 2.294 0.2201
H -3.182 -1.850 2.071 0.2039
H -4.465 -1.517 -0.018 0.2011
H -3.535 -0.129 -1.843 0.2062
H -1.287 0.903 -1.581 0.2237
C 1.409 3.540 0.953 -0.3881
Cl 1.279 3.740 -0.794 -0.0251
Cl 1.563 5.098 1.794 -0.0588
H 0.519 3.035 1.306 0.2411
H 2.288 2.944 1.165 0.2301
```

# C10H12ClGaNP

A molecular structure, C10H12ClGaNP (ωB97M-V/def2-TZVPD, the OMol25 dataset).

The LUMO energy (spin up / spin down) comes out at 0.184 / 0.529 eV. The value obtained for the gap between HOMO and LUMO (spin up / spin down) is 0.177 / 0.201 hartree. As for the charge: 0. As for the multiplicity: 1. The value obtained for the largest force on an atom is 6.1 eV Å⁻¹. The HOMO energy (spin up / spin down) comes out at -4.646 / -4.932 eV.

XYZ file:
```
26
Properties=species:S:1:pos:R:3:mulliken_charge:R:1
C 1.194 -0.963 -2.310 -0.4342
C -0.002 -0.413 -2.918 -0.6555
C 0.123 1.048 -2.876 -0.8072
C 1.341 1.321 -2.095 -0.2830
C 2.013 0.075 -1.871 -0.3419
Ga -0.182 0.391 -1.106 0.4316
P 1.101 -2.985 0.526 -0.1729
H 1.424 -2.023 -2.181 0.6483
H -0.673 -1.009 -3.538 0.4370
H -0.564 1.754 -3.329 0.4982
H 2.997 -0.021 -1.404 0.3948
H 1.752 2.320 -1.920 0.4749
H 2.419 -3.099 1.068 0.0885
H 1.241 -4.079 -0.380 0.0803
H 0.452 -3.739 1.540 0.0938
Cl -3.636 2.842 1.794 -0.2438
C -2.283 1.800 1.889 0.1938
C -1.785 1.349 3.114 -0.3974
C -0.698 0.468 3.100 -0.7652
C -0.105 0.099 1.892 -0.1778
N -0.615 0.551 0.722 0.0953
C -1.688 1.401 0.694 -0.7716
H -2.254 1.691 4.032 0.4077
H -0.298 0.055 4.023 0.3381
H 0.755 -0.575 1.825 0.5052
H -2.030 1.740 -0.291 0.3630
```

# C10H12ClN3O

A single C10H12ClN3O molecule (ωB97M-V/def2-TZVPD, the OMol25 dataset).

The LUMO energy (spin up / spin down) comes out at -2.038 / -2.037 eV. The value obtained for the gap between HOMO and LUMO (spin up / spin down) is 0.202 / 0.202 hartree. As for the charge: 0. As for the multiplicity: 1. The value obtained for the largest force on an atom is 1.8 eV Å⁻¹. The HOMO energy (spin up / spin down) comes out at -7.530 / -7.530 eV.

XYZ file:
```
27
Properties=species:S:1:pos:R:3:nbo_charge:R:1
C 3.330 -1.526 0.497 -0.4575
C 3.722 -0.234 0.718 0.1150
C 2.066 -1.764 -0.123 0.6299
C 1.829 0.668 -0.175 0.5459
C -2.785 1.319 0.038 -0.3970
C -2.749 0.170 1.046 -0.3912
C -1.945 0.799 -1.133 -0.5679
C -1.320 -0.369 0.906 -0.5837
C 0.126 -0.767 -1.202 -0.3837
C -0.972 -0.113 -0.507 0.6407
N 3.014 0.843 0.400 -0.5689
N 1.392 -0.605 -0.487 -0.4218
N 0.986 1.614 -0.501 -0.6211
O 1.525 -2.847 -0.325 -0.6591
Cl 1.320 3.179 0.044 0.1212
H 3.910 -2.375 0.812 0.2306
H 4.667 -0.012 1.200 0.1943
H -3.793 1.594 -0.264 0.2257
H -2.299 2.195 0.465 0.2234
H -2.975 0.500 2.058 0.2306
H -3.464 -0.608 0.769 0.2053
H -2.559 0.242 -1.850 0.2659
H -1.440 1.588 -1.694 0.2958
H -0.638 0.201 1.547 0.3021
H -1.203 -1.418 1.186 0.2700
H 0.026 -1.877 -1.202 0.3251
H 0.227 -0.396 -2.225 0.2305
```